No. 1
Below is a structure of composition C13H20MoNOS9Sb, with properties calculated with wB97M-V/def2-TZVPD.

For the gap between HOMO and LUMO (alpha / beta), the calculation gives 4.59 / 5.81 eV. Its net charge is -1. As for the energy relative to the best compared isomer or geometry (same formula, charge and spin): 289.97 kcal/mol. The spin multiplicity is 2.

Atoms and positions in Å:
Mo: -0.121 0.771 1.060
C: 2.199 -1.390 2.501
C: 2.147 0.168 2.465
S: 2.983 1.039 1.051
C: 2.251 2.737 1.318
C: 1.830 3.371 -0.014
S: 0.023 3.175 -0.369
C: -0.746 4.022 1.086
C: -1.469 2.997 1.948
S: -2.922 2.140 1.292
C: -1.566 -1.028 2.578
C: -0.593 -2.230 2.746
S: 0.827 -2.267 1.599
H: 2.201 -1.741 3.534
H: 3.088 -1.771 1.998
H: 2.340 0.665 3.416
H: 1.124 0.413 2.211
H: 2.945 3.351 1.892
H: 1.326 2.528 1.904
H: 2.294 2.880 -0.870
H: 2.088 4.430 -0.050
H: -1.441 4.770 0.704
H: 0.051 4.527 1.640
H: -1.497 3.267 3.008
H: -0.878 2.096 1.864
H: -2.046 -0.719 3.508
H: -0.986 -0.148 2.264
H: -1.099 -3.185 2.606
H: -0.179 -2.206 3.757
O: -0.539 -1.988 -0.952
N: -1.711 -2.665 -0.676
C: -1.783 -3.801 -1.445
C: -2.957 -4.421 -1.700
C: -4.149 -3.848 -1.206
C: -4.044 -2.779 -0.352
C: -2.818 -2.221 0.030
S: -2.994 -1.104 1.410
H: -0.828 -4.115 -1.836
H: -2.965 -5.324 -2.295
H: -5.113 -4.262 -1.460
H: -4.931 -2.354 0.101
S: 0.581 2.907 -3.992
Sb: -0.035 0.738 -4.080
S: -0.253 -0.070 -0.869
S: 1.347 -0.300 -2.212
S: -1.787 0.383 -2.259

---

No. 2
Below is the molecule C13H20N2O3S, with properties calculated with wB97M-V/def2-TZVPD.

For the gap between HOMO and LUMO, the calculation gives 9.04 eV. Its net charge is 0. Its SMILES is CCCCCOC(=O)[C@@H](C)c1c(C)[nH]c(=S)[nH]c1=O. As for the energy relative to the best compared isomer or geometry (same formula, charge and spin): 1.14 kcal/mol. The spin multiplicity is 1.

Atoms and positions in Å:
C: -0.369 -5.553 -4.596
C: -0.805 -4.217 -4.008
C: 0.392 -3.415 -3.498
C: 0.023 -2.013 -3.014
C: -0.834 -2.032 -1.757
H: -0.359 -2.619 -0.962
H: -1.827 -2.451 -1.944
O: -0.987 -0.683 -1.305
C: -1.701 -0.494 -0.205
O: -2.226 -1.383 0.419
C: -1.727 0.980 0.177
C: -0.450 1.302 0.920
C: -0.085 0.806 2.131
N: 1.104 1.199 2.692
C: 1.987 2.059 2.115
S: 3.391 2.471 2.856
N: 1.615 2.536 0.898
C: 0.438 2.233 0.221
O: 0.220 2.738 -0.857
H: 2.251 3.179 0.440
H: 1.368 0.839 3.601
C: -0.877 -0.139 2.972
H: -1.514 0.422 3.656
H: -0.210 -0.762 3.565
H: -1.505 -0.781 2.364
C: -3.000 1.342 0.940
H: -2.906 2.335 1.373
H: -3.846 1.342 0.257
H: -3.204 0.624 1.728
H: -1.675 1.557 -0.753
H: 0.934 -1.454 -2.791
H: -0.511 -1.476 -3.799
H: 1.117 -3.317 -4.309
H: 0.875 -3.964 -2.687
H: -1.326 -3.637 -4.774
H: -1.505 -4.398 -3.191
H: 0.310 -5.400 -5.432
H: -1.230 -6.114 -4.952
H: 0.143 -6.151 -3.845

---

No. 3
Below is a structure of composition C13H20N2O7Se2Zn, with properties calculated with wB97M-V/def2-TZVPD.

For the gap between HOMO and LUMO, the calculation gives 8.84 eV. Its net charge is 0. As for the energy relative to the best compared isomer or geometry (same formula, charge and spin): 23.80 kcal/mol. The spin multiplicity is 1.

Atoms and positions in Å:
Zn: -0.218 1.285 0.678
C: -3.274 -1.327 2.071
C: -1.886 -0.707 2.046
C: -0.846 -1.613 2.705
O: -1.478 -0.495 0.676
C: -1.852 0.669 2.803
O: -2.473 0.794 3.830
O: -1.106 1.555 2.252
H: -3.262 -2.302 1.584
H: -3.987 -0.680 1.559
H: -3.600 -1.439 3.101
H: -0.623 -2.452 2.047
H: -1.238 -1.987 3.646
H: 0.054 -1.040 2.922
H: -2.290 -0.256 0.207
C: -1.543 -3.674 -2.643
Se: -2.287 -2.143 -1.696
C: -1.362 -0.704 -2.704
C: -2.156 0.594 -2.748
Se: -1.436 2.088 -1.629
C: 0.044 2.538 -2.813
H: -0.469 -3.709 -2.482
H: -1.774 -3.599 -3.701
H: -2.009 -4.559 -2.216
H: -1.233 -1.103 -3.712
H: -0.373 -0.566 -2.258
H: -3.193 0.451 -2.432
H: -2.175 0.995 -3.764
H: -0.349 2.727 -3.810
H: 0.775 1.734 -2.828
H: 0.501 3.438 -2.413
O: 5.304 2.654 0.415
C: 5.213 1.460 0.955
O: 6.162 0.867 1.404
C: 3.857 0.831 1.017
C: 3.620 -0.436 1.531
N: 2.303 -0.663 1.450
N: 1.660 0.382 0.927
C: 2.578 1.304 0.656
C: 2.104 2.591 0.038
O: 2.921 3.360 -0.458
O: 0.847 2.744 0.051
H: 4.446 3.019 0.049
H: 4.313 -1.145 1.934
H: 1.791 -1.481 1.750

---

No. 4
Below is a structure of composition C13H20N3O6V, with properties calculated with wB97M-V/def2-TZVPD.

For the gap between HOMO and LUMO (alpha / beta), the calculation gives 9.15 / 9.31 eV. Its net charge is 0. As for the energy relative to the best compared isomer or geometry (same formula, charge and spin): 11.68 kcal/mol. The spin multiplicity is 3.

Atoms and positions in Å:
V: 1.110 -1.265 0.924
N: 3.237 -2.538 -2.516
C: 2.636 -2.406 -1.329
O: 2.087 -1.337 -1.019
C: 2.593 -3.564 -0.374
C: 2.304 -3.020 1.019
H: 3.227 -1.768 -3.164
H: 3.695 -3.394 -2.771
H: 3.508 -4.159 -0.465
H: 1.776 -4.208 -0.722
H: 3.243 -2.717 1.499
H: 1.865 -3.789 1.658
O: -1.279 -3.203 -0.101
C: -0.498 -2.475 0.246
C: -1.103 2.923 1.945
C: -0.443 3.146 0.590
C: -0.964 2.207 -0.516
C: -0.194 2.468 -1.824
C: -0.604 1.548 -2.966
C: -2.429 2.525 -0.753
O: -2.800 3.621 -1.116
N: -3.312 1.507 -0.531
C: -3.005 0.203 -0.112
O: -3.911 -0.577 0.070
N: -1.685 -0.112 0.123
C: -0.747 0.769 -0.081
O: 0.476 0.449 0.107
H: -0.717 3.631 2.678
H: -0.911 1.917 2.322
H: -2.185 3.065 1.890
H: 0.635 2.993 0.666
H: -0.616 4.167 0.246
H: 0.868 2.348 -1.606
H: -0.371 3.510 -2.094
H: -0.414 0.501 -2.719
H: -0.040 1.784 -3.869
H: -1.664 1.654 -3.205
H: -4.292 1.702 -0.675
C: 0.156 -1.644 3.748
O: 0.859 -1.086 2.668
H: 0.497 -2.666 3.938
H: -0.919 -1.662 3.545
H: 0.330 -1.048 4.646

---

no.,E (eV)
1,-123244.4042
2,-33765.2838
3,-210230.9346
4,-56251.4209